Record 1
Formula: C2HClF2
Source: the Open Molecules 2025 dataset
Level of theory: the ωB97M-V functional and the def2-TZVPD basis

The value obtained for the total energy is -736.6856 Ha. Its SMILES is FC(F)=CCl. The gap between HOMO and LUMO comes out at 0.384 Eh. Its charge is 0. The value obtained for the energy relative to the best compared isomer or geometry (same formula, charge and spin) is 9.72 kcal/mol.

The geometry in XYZ format:
```
6
C2HClF2 | the Open Molecules 2025 dataset | the ωB97M-V functional and the def2-TZVPD basis
F 0.83 -1.57 0.46
C 0.19 -0.65 -0.12
F 0.36 -0.92 -1.39
C -0.25 0.55 0.36
Cl -0.69 1.87 -0.70
H -0.43 0.72 1.38
```


Record 2
Formula: C2HClF2S
Source: the Open Molecules 2025 dataset
Level of theory: the ωB97M-V functional and the def2-TZVPD basis

The value obtained for the total energy is -1134.7388 Ha. The gap between HOMO and LUMO comes out at 0.239 Eh. Its charge is 0. The value obtained for the energy relative to the best compared isomer or geometry (same formula, charge and spin) is 97.66 kcal/mol.

The geometry in XYZ format:
```
7
C2HClF2S | the Open Molecules 2025 dataset | the ωB97M-V functional and the def2-TZVPD basis
C 1.50 -0.09 0.29
C -1.19 0.09 -0.20
F -1.03 0.66 -1.32
F -1.88 0.81 0.74
S 2.36 1.22 0.23
Cl 1.43 -1.71 0.38
H -1.19 -0.99 -0.12
```